# 1
{"formula": "C12H10Cl4F17S", "method": "ωB97M-V/def2-TZVPD", "symbols": ["Cl", "Cl", "Cl", "Cl", "S", "F", "F", "F", "F", "F", "F", "F", "F", "F", "F", "F", "F", "F", "F", "F", "F", "F", "C", "C", "C", "C", "C", "C", "C", "C", "C", "C", "C", "C", "H", "H", "H", "H", "H", "H", "H", "H", "H", "H"], "xyz": [[6.141, -5.252, 2.670], [-7.151, 1.306, -1.948], [-8.148, 0.573, -5.102], [8.111, -4.497, -0.007], [-4.834, 0.242, 0.459], [0.793, -0.911, 1.399], [3.274, 1.318, 1.867], [-1.242, 3.214, 0.773], [-1.728, 0.353, 1.370], [4.107, -1.538, 0.592], [-3.957, 2.626, 0.068], [0.342, 0.537, -0.812], [-3.609, 1.937, 2.030], [2.997, 0.897, -0.172], [2.494, -0.790, 2.663], [1.693, 3.019, 1.070], [-1.603, 2.613, -1.222], [2.369, -1.774, -0.635], [0.813, 2.560, -1.103], [-2.344, 0.235, -0.637], [0.507, 1.654, 2.170], [2.573, -2.858, 1.153], [1.189, 1.800, 1.050], [-3.575, 1.611, 0.790], [0.299, 1.718, -0.236], [-6.657, 1.418, -4.638], [-1.179, 2.190, -0.034], [2.826, -1.705, 0.579], [7.312, -3.915, 2.543], [2.413, 0.838, 0.993], [2.097, -0.633, 1.423], [-2.159, 1.073, 0.360], [-6.096, 0.889, -3.343], [7.382, -3.352, 1.146], [-5.933, 1.260, -5.436], [8.281, -4.282, 2.873], [-5.120, 1.335, -3.152], [6.395, -3.086, 0.776], [6.985, -3.139, 3.235], [8.004, -2.458, 1.140], [-5.984, -0.193, -3.368], [-6.874, 2.482, -4.575], [-5.415, -0.090, 1.637], [-5.794, 0.777, -0.408]], "e_homo_ev": -12.0, "multiplicity": 1, "e_lumo_ev": -4.32, "e_tot_ev": -119719.3925, "charge": 1}

# 2
{"formula": "C12H10Cl5N2SbSe4V", "method": "ωB97M-V/def2-TZVPD", "symbols": ["Sb", "Se", "Se", "Se", "Se", "V", "Cl", "Cl", "Cl", "Cl", "Cl", "N", "N", "C", "C", "C", "C", "C", "C", "C", "C", "C", "C", "C", "C", "H", "H", "H", "H", "H", "H", "H", "H", "H", "H"], "xyz": [[2.787, -0.839, -1.132], [3.013, 0.261, 1.549], [3.444, -3.163, -0.784], [4.560, 0.478, -2.198], [0.486, -0.866, -3.009], [0.067, -0.803, -0.688], [-2.844, 1.634, -0.791], [-0.660, -3.169, -0.660], [-5.677, 0.403, -1.279], [-6.020, -2.690, -1.452], [-3.508, -4.559, -1.193], [0.536, -0.879, 0.975], [0.324, 1.048, -0.617], [1.726, 3.474, -2.419], [1.826, 3.134, -0.924], [1.338, -0.674, 1.918], [-4.299, -0.626, -1.097], [-1.921, -0.891, -0.674], [1.132, -1.121, 3.344], [-3.037, -0.086, -0.862], [-2.117, -2.258, -0.797], [-4.455, -2.010, -1.184], [0.997, 0.049, 4.321], [-3.347, -2.843, -1.048], [0.966, 2.000, -0.649], [0.685, 3.630, -2.707], [1.868, 0.698, 4.219], [2.848, 2.825, -0.681], [0.948, -0.314, 5.350], [2.300, 4.373, -2.646], [0.241, -1.754, 3.369], [0.102, 0.635, 4.108], [1.999, -1.723, 3.626], [1.555, 3.978, -0.286], [2.134, 2.648, -3.002]], "e_homo_ev": [-0.8, -1.3], "multiplicity": 4, "e_lumo_ev": [3.87, 3.87], "de_lowest_ev": 1.479, "e_tot_ev": -371811.0551, "charge": -2}

# 3
{"formula": "C12H10ClCuF12N2O8P2", "method": "ωB97M-V/def2-TZVPD", "symbols": ["Cu", "Cl", "P", "P", "F", "F", "F", "F", "F", "F", "F", "F", "F", "F", "F", "F", "O", "O", "O", "O", "O", "O", "O", "O", "N", "N", "C", "C", "C", "C", "C", "C", "C", "C", "C", "C", "C", "C", "H", "H", "H", "H", "H", "H", "H", "H", "H", "H"], "xyz": [[-18.800, 4.967, -2.260], [-19.173, 6.281, 0.596], [-16.875, 6.002, -4.730], [-20.221, 2.528, -2.903], [-15.740, 6.338, -3.719], [-20.909, 3.883, -2.352], [-19.408, 1.277, -3.391], [-15.861, 5.329, -5.744], [-18.964, 2.844, -1.743], [-18.166, 5.673, -5.562], [-19.316, 3.514, -3.820], [-18.116, 6.499, -3.398], [-16.759, 7.520, -5.209], [-21.307, 2.427, -4.045], [-20.994, 1.652, -1.855], [-17.050, 4.574, -3.987], [-14.914, 5.185, 0.295], [-19.754, 5.014, 0.146], [-16.586, 4.326, -0.774], [-18.686, 6.906, -0.699], [-20.652, 6.350, -2.624], [-20.199, 7.043, 1.188], [-20.765, 8.058, -3.981], [-18.198, 5.950, 1.589], [-21.162, 7.372, -3.075], [-15.605, 4.245, -0.036], [-14.246, 1.668, 2.194], [-16.112, 0.725, 1.015], [-14.454, 2.912, 1.564], [-23.887, 9.467, -1.713], [-24.229, 7.165, -1.088], [-15.091, 0.617, 1.942], [-22.357, 7.787, -2.431], [-22.738, 9.131, -2.384], [-23.035, 6.819, -1.731], [-16.365, 1.951, 0.408], [-24.646, 8.473, -1.047], [-15.501, 3.012, 0.671], [-13.383, 1.486, 2.827], [-24.886, 6.434, -0.632], [-22.678, 5.805, -1.755], [-14.871, -0.358, 2.368], [-16.691, -0.138, 0.723], [-13.831, 3.790, 1.653], [-17.156, 2.018, -0.336], [-25.609, 8.622, -0.557], [-24.163, 10.506, -1.801], [-22.218, 9.903, -2.936]], "e_homo_ev": [-7.5, -7.5], "multiplicity": 2, "e_lumo_ev": [1.54, -0.69], "e_tot_ev": -140315.9156, "charge": -1}

# 4
{"formula": "C12H10ClN3V", "method": "ωB97M-V/def2-TZVPD", "symbols": ["V", "Cl", "N", "N", "N", "C", "C", "C", "C", "C", "C", "C", "C", "C", "C", "C", "C", "H", "H", "H", "H", "H", "H", "H", "H", "H", "H"], "xyz": [[-1.448, -0.917, 0.411], [-0.086, -2.747, 0.550], [-0.564, 0.304, 1.670], [0.108, 0.874, 3.961], [0.001, -0.347, 6.124], [-2.479, -1.334, -1.401], [-3.398, -0.959, -0.390], [0.021, 0.176, 5.068], [-1.940, 0.796, -0.718], [3.212, -0.646, -1.180], [-1.533, -0.273, -1.573], [-0.263, 0.557, 2.803], [2.430, -0.089, -2.244], [2.703, 1.548, -0.623], [-3.076, 0.348, 0.046], [2.108, 1.266, -1.892], [3.352, 0.358, -0.173], [1.460, 1.936, -2.442], [3.966, 0.237, 0.725], [-2.554, -2.230, -2.027], [-4.272, -1.541, -0.102], [2.056, -0.612, -3.122], [2.596, 2.451, -0.031], [-3.640, 0.909, 0.778], [3.514, -1.691, -1.120], [-0.757, -0.158, -2.335], [-1.516, 1.785, -0.763]], "e_homo_ev": [-0.1, -0.1], "multiplicity": 4, "e_lumo_ev": [4.97, 4.91], "e_tot_ev": -55286.1050, "charge": -2}

# 5
{"formula": "C12H10ClNO5S", "method": "ωB97M-V/def2-TZVPD", "symbols": ["Cl", "S", "O", "O", "O", "O", "O", "N", "C", "C", "C", "C", "C", "C", "C", "C", "C", "C", "C", "C", "H", "H", "H", "H", "H", "H", "H", "H", "H", "H"], "xyz": [[-1.226, 2.516, 0.308], [-1.702, -0.643, -0.351], [0.206, -0.011, 2.100], [-2.422, 0.000, 0.697], [2.795, -1.865, -2.629], [4.107, -0.072, -2.824], [-2.367, -0.905, -1.590], [-1.183, -2.128, 0.183], [-1.050, 0.140, 3.929], [-0.419, -1.198, 2.271], [-1.202, -1.159, 3.385], [2.195, 1.515, -1.429], [-0.187, 0.790, 3.106], [1.205, 2.232, -0.792], [1.998, 0.171, -1.749], [0.797, -0.443, -1.405], [-0.195, -2.252, 1.243], [-0.185, 0.266, -0.745], [0.004, 1.610, -0.451], [3.075, -0.566, -2.450], [0.829, -2.150, 0.850], [0.624, -1.474, -1.670], [-1.815, -1.950, 3.764], [-1.075, -2.777, -0.579], [1.340, 3.274, -0.554], [-0.310, -3.240, 1.698], [-1.523, 0.529, 4.807], [3.132, 1.978, -1.699], [0.216, 1.783, 3.124], [3.525, -2.295, -3.103]], "e_homo_ev": -8.8, "multiplicity": 1, "e_lumo_ev": -0.15, "smiles": "O=C(O)c1ccc(Cl)c(S(=O)(=O)NCc2ccco2)c1", "e_tot_ev": -47690.6783}

# 6
{"formula": "C12H10FI2NOPdS", "method": "ωB97M-V/def2-TZVPD", "symbols": ["I", "I", "Pd", "S", "F", "O", "N", "C", "C", "C", "C", "C", "C", "C", "C", "C", "C", "C", "C", "H", "H", "H", "H", "H", "H", "H", "H", "H", "H"], "xyz": [[-0.653, -1.921, 2.343], [1.764, 1.369, 2.949], [0.821, 0.276, 0.845], [2.576, -1.266, 0.355], [-3.065, 4.945, 0.526], [0.075, -0.465, -0.996], [0.658, -1.557, -1.482], [-0.549, 1.709, 0.592], [1.678, -3.890, -2.526], [0.578, -3.269, -3.122], [1.776, -2.088, -0.920], [0.093, -2.114, -2.576], [-0.218, 2.824, -0.164], [-1.751, 1.663, 1.288], [-1.075, 3.920, -0.198], [0.303, -0.415, 3.449], [2.275, -3.293, -1.444], [-2.609, 2.760, 1.266], [-2.244, 3.869, 0.532], [-0.364, 0.321, 3.870], [2.061, -4.825, -2.911], [-0.761, -1.576, -2.959], [1.108, -0.773, 4.070], [3.137, -3.722, -0.957], [-2.037, 0.787, 1.858], [0.706, 2.847, -0.728], [-0.838, 4.805, -0.775], [-3.544, 2.756, 1.810], [0.099, -3.680, -3.997]], "e_homo_ev": -7.8, "multiplicity": 1, "e_lumo_ev": -1.52, "de_lowest_ev": 1.553, "e_tot_ev": -49374.4154}

# 7
{"formula": "C12H10ILiO4P", "method": "ωB97M-V/def2-TZVPD", "symbols": ["I", "P", "O", "O", "O", "O", "C", "C", "C", "C", "C", "C", "C", "C", "C", "C", "C", "C", "Li", "H", "H", "H", "H", "H", "H", "H", "H", "H", "H"], "xyz": [[1.612, 4.904, -0.332], [0.687, 3.308, 1.321], [1.822, 2.992, 2.585], [-2.662, -1.425, 0.778], [3.674, 1.808, 0.678], [2.696, -2.493, -1.697], [3.349, -1.865, 0.666], [2.444, -1.815, -0.676], [-0.178, -1.098, -1.176], [3.005, 0.757, 0.740], [3.591, -0.626, 1.347], [1.494, 0.609, 0.174], [0.382, 1.677, 0.371], [-1.041, 1.347, -0.228], [-2.748, -0.388, -1.535], [1.223, -0.755, -0.574], [-3.591, -0.930, -0.234], [-1.283, 0.005, -0.952], [-5.108, -1.449, -2.071], [4.199, -0.609, 2.327], [2.107, 3.832, 3.011], [-4.325, -1.780, -0.507], [-2.648, -1.251, -2.285], [-3.242, 0.514, -2.033], [-0.385, -2.073, -1.731], [3.722, -2.874, 1.032], [-1.897, 2.107, -0.118], [-4.137, -0.034, 0.237], [-2.762, -2.397, 0.883]], "e_homo_ev": -10.5, "multiplicity": 1, "e_lumo_ev": -5.25, "e_tot_ev": -38377.3440, "charge": 1}